(1)
A 2-piece molecular cluster, C11H20BBrN2O8 overall. Source: the Open Molecules 2025 dataset; level of theory: wB97M-V/def2-TZVPD.

Output
Total energy ... -3741.2678 hartree
HOMO ... -6.84 eV
Orbital gap ... 0.183 Eh

The geometry in XYZ format:
```
43
Properties=species:S:1:pos:R:3:mulliken_charge:R:1
C 3.297 -2.722 -0.218 -1.171
C 1.964 -2.473 0.447 -0.253
O 1.367 -1.310 -0.154 -0.170
C 0.405 -0.675 0.597 -0.121
C -0.722 -1.552 1.068 -0.693
N -1.861 -1.097 0.736 0.235
C -1.807 0.037 -0.224 -0.976
C -2.919 1.057 -0.076 -0.313
C -4.327 0.471 -0.195 -0.807
O -4.566 -0.150 -1.448 -0.519
C -0.316 0.503 -0.160 2.179
C -0.137 1.846 0.579 -2.003
B -0.797 2.048 1.996 0.555
O -1.198 0.976 2.827 -0.578
O -1.024 3.319 2.414 -0.588
C 0.184 0.588 -1.618 -1.273
C 1.512 1.312 -1.725 0.265
O 2.337 1.263 -0.930 -0.291
Br 1.736 2.289 -3.364 -0.118
H 3.178 -2.898 -1.288 0.246
H 3.751 -3.612 0.236 0.440
H 3.971 -1.873 -0.091 0.268
H 1.286 -3.334 0.314 0.248
H 2.091 -2.297 1.529 0.295
H 0.834 -0.277 1.544 0.375
H -0.613 -2.442 1.681 0.548
H -2.728 -1.487 1.093 0.326
H -1.956 -0.440 -1.205 0.651
H -2.781 1.788 -0.881 0.364
H -2.858 1.590 0.880 0.107
H -5.045 1.293 -0.127 0.424
H -4.552 -0.211 0.641 0.317
H -4.307 -1.081 -1.435 0.333
H 0.940 2.037 0.687 0.678
H -0.497 2.653 -0.076 0.223
H -0.513 0.697 3.449 0.308
H -1.459 3.366 3.278 0.320
H 0.377 -0.422 -2.002 0.445
H -0.555 1.066 -2.267 0.697
N 4.611 0.030 -1.640 0.935
O 4.061 -0.140 -2.751 -0.672
O 5.153 1.109 -1.370 -0.641
O 4.480 -0.846 -0.751 -0.595
```



(2)
C11H20Br2CoIN5O2 as an isolated structure. Source: the Open Molecules 2025 dataset; level of theory: wB97M-V/def2-TZVPD.

Output
Total energy ... -7683.3909 hartree
<S²> ... 3.756
2S+1 ... 4
Net charge ... +2
HOMO (spin up / spin down) ... -14.10 / -14.10 eV
Orbital gap (spin up / spin down) ... 0.323 / 0.274 Eh

The geometry in XYZ format:
```
42
Properties=species:S:1:pos:R:3:lowdin_spin:R:1
Co 0.010 0.813 0.762 2.751
Br -1.627 1.659 2.685 0.045
C -1.125 0.275 3.962 0.002
Br -0.979 -1.448 3.136 0.010
H -1.908 0.248 4.709 0.001
H -0.159 0.558 4.359 0.000
C 4.889 0.655 2.651 0.001
O 3.459 0.729 2.898 0.003
C 2.609 0.748 1.917 0.007
O 1.394 0.814 2.181 0.047
N 3.034 0.705 0.637 0.004
N 2.037 0.720 -0.352 0.036
H 5.343 0.648 3.634 0.000
H 5.212 1.539 2.102 0.000
H 5.127 -0.271 2.129 0.000
H 4.006 0.643 0.379 0.001
H 2.116 -0.111 -0.932 0.000
H 2.144 1.541 -0.943 0.000
I -1.078 6.627 -0.861 0.001
C -0.999 4.585 -0.902 0.002
C -1.646 3.731 -1.772 0.000
N -1.307 2.479 -1.430 0.005
N -0.457 2.461 -0.384 0.041
C -0.279 3.744 -0.053 0.003
H -2.309 3.927 -2.598 0.000
H -1.594 1.617 -1.865 0.000
H 0.356 4.011 0.778 0.000
C -0.509 -3.724 -1.909 0.001
C -1.688 -2.762 -1.705 0.001
C -2.260 -2.299 -3.053 0.000
C -2.783 -3.388 -0.830 0.000
C -1.172 -1.577 -0.979 0.009
N -0.773 -0.684 -0.377 0.029
H -0.880 -4.598 -2.443 0.000
H -0.093 -4.057 -0.958 0.000
H 0.281 -3.272 -2.509 0.000
H -2.585 -3.183 -3.600 0.000
H -1.512 -1.787 -3.658 0.000
H -3.124 -1.650 -2.918 0.000
H -3.207 -4.228 -1.379 0.000
H -3.583 -2.680 -0.618 0.000
H -2.380 -3.762 0.111 0.000
```



(3)
C11H20Cl2N2RuS as an isolated structure. Source: the Open Molecules 2025 dataset; level of theory: wB97M-V/def2-TZVPD.

Output
Total energy ... -1954.0039 hartree
<S²> ... 8.784
2S+1 ... 6
Net charge ... -1
HOMO (spin up / spin down) ... -0.90 / -4.75 eV
Orbital gap (spin up / spin down) ... 0.144 / 0.283 Eh
ΔE to the lowest compared entry with this formula, charge and spin ... 0.0 kcal/mol

The geometry in XYZ format:
```
37
Properties=species:S:1:pos:R:3:lowdin_spin:R:1
Ru -0.881 1.351 -0.087 2.862
Cl -0.511 3.496 -0.852 0.231
Cl -0.693 2.137 2.085 0.166
C 2.923 -1.309 -1.945 0.000
H 3.298 -2.196 -1.452 0.000
H 3.277 -0.353 -1.620 0.000
C -2.021 0.959 -1.478 0.636
C 2.107 -1.444 -2.969 0.001
H -2.689 0.056 -1.508 0.079
C 1.554 -0.336 -3.839 0.001
H 1.740 -2.462 -3.175 0.000
C 0.712 0.965 -3.416 0.023
H 2.425 0.078 -4.363 0.000
H 0.948 -0.868 -4.587 0.001
C -0.695 1.153 -3.926 0.029
H 0.739 1.199 -2.339 0.018
H 1.278 1.786 -3.913 0.001
C -1.924 1.385 -2.968 0.131
H -0.686 2.025 -4.618 0.001
H -1.003 0.363 -4.622 0.001
H -2.173 2.458 -2.977 0.022
H -2.782 0.892 -3.466 0.004
S -0.731 -0.839 0.655 0.164
C -0.550 -0.985 2.380 0.319
N -1.600 -0.986 3.207 0.113
C -1.474 -0.769 4.646 0.017
C -0.142 -0.118 4.956 0.002
C 0.959 -0.936 4.311 0.019
N 0.669 -1.130 2.899 0.117
H -2.516 -0.968 2.770 0.007
H -1.551 -1.740 5.154 0.007
H -2.300 -0.145 4.999 0.005
H 0.014 -0.081 6.040 0.001
H -0.129 0.916 4.575 0.002
H 1.057 -1.908 4.816 0.008
H 1.922 -0.429 4.400 0.005
H 1.429 -1.217 2.228 0.006
```



(4)
A 5-piece molecular cluster, C11H20Cl6O9 overall. Source: the Open Molecules 2025 dataset; level of theory: wB97M-V/def2-TZVPD.

Output
Total energy ... -3868.9788 hartree
<S²> ... 0.762
2S+1 ... 2
Net charge ... +1
HOMO (spin up / spin down) ... -12.41 / -12.41 eV
Orbital gap (spin up / spin down) ... 0.345 / 0.072 Eh

The geometry in XYZ format:
```
46
Properties=species:S:1:pos:R:3:lowdin_spin:R:1
C -7.509 0.492 4.820 0.000
O -6.500 -0.282 4.177 0.000
C -5.543 0.346 3.437 0.000
O -5.383 1.580 3.413 0.000
O -5.013 -0.638 2.635 0.000
C -3.953 -0.377 1.733 0.000
H -8.242 0.968 4.168 0.000
H -6.978 1.217 5.437 0.000
H -8.092 -0.122 5.505 0.000
H -4.151 0.420 1.016 0.000
H -3.729 -1.261 1.137 0.000
H -3.002 -0.030 2.136 0.000
C 5.007 0.130 0.977 0.000
O 5.941 -0.549 1.729 0.000
C 5.626 -0.768 3.027 0.000
O 4.513 -0.578 3.556 0.000
O 6.774 -1.126 3.742 0.000
C 6.872 -1.136 5.149 0.000
H 4.792 1.054 1.514 0.000
H 4.011 -0.257 0.764 0.000
H 5.361 0.163 -0.053 0.000
H 6.018 -1.700 5.524 0.000
H 6.822 -0.189 5.686 0.000
H 7.764 -1.715 5.392 0.000
C -1.805 1.171 -6.251 0.003
O -0.849 1.373 -5.300 0.026
C -0.816 2.474 -4.674 0.014
O -1.534 3.450 -4.825 0.491
O 0.233 2.371 -3.843 0.300
C 0.490 3.357 -2.881 0.031
H -2.765 1.670 -6.121 0.002
H -2.082 0.117 -6.215 0.000
H -1.232 1.440 -7.138 0.000
H 1.030 4.082 -3.490 0.018
H 1.035 2.865 -2.076 0.011
H -0.400 3.711 -2.360 0.003
C 1.488 -4.280 -3.314 0.000
Cl 0.987 -4.324 -1.593 0.000
Cl 1.987 -2.669 -3.925 0.000
Cl 0.137 -5.005 -4.283 0.000
H 2.397 -4.881 -3.269 0.000
C 0.091 -0.633 -0.986 0.002
Cl 1.559 0.320 -0.843 0.013
Cl -0.538 -0.403 -2.597 0.080
Cl -1.169 -0.171 0.175 0.003
H 0.351 -1.677 -0.809 0.001
```



(5)
C11H20ClNO7P2Re as an isolated structure. Source: the Open Molecules 2025 dataset; level of theory: wB97M-V/def2-TZVPD.

Output
Total energy ... -2233.3454 hartree
<S²> ... 0.755
2S+1 ... 2
Net charge ... +2
HOMO (spin up / spin down) ... -16.15 / -15.93 eV
Orbital gap (spin up / spin down) ... 0.306 / 0.279 Eh
ΔE to the lowest compared entry with this formula, charge and spin ... 13.2 kcal/mol

The geometry in XYZ format:
```
43
Properties=species:S:1:pos:R:3:lowdin_spin:R:1
Re -0.005 -0.533 -0.243 0.826
C 2.338 2.767 -0.364 0.000
C 2.109 1.956 0.913 0.000
O 2.811 2.464 2.041 0.000
P 0.396 2.077 1.505 0.003
O 0.001 3.558 1.282 -0.001
O 0.333 1.694 3.015 0.001
O -0.555 1.122 0.779 0.033
P 2.716 0.221 0.675 0.005
O 1.973 -0.596 1.843 0.001
O 4.161 0.178 0.608 -0.001
O 1.854 -0.344 -0.563 0.075
H 2.165 3.823 -0.166 0.000
H 1.679 2.446 -1.174 0.000
H 3.368 2.631 -0.697 0.000
H 3.750 2.574 1.825 0.000
H -0.856 3.913 1.565 0.000
H 0.962 2.147 3.602 0.000
H 2.546 -0.947 2.542 0.000
Cl -0.149 -5.661 2.085 -0.002
C -0.821 -4.096 2.002 -0.001
C -1.942 -3.745 2.751 0.011
C -2.440 -2.456 2.654 -0.001
C -1.809 -1.548 1.831 0.006
N -0.740 -1.903 1.086 -0.003
C -0.252 -3.157 1.165 0.009
H -2.407 -4.478 3.398 0.000
H -3.303 -2.148 3.226 0.000
H -2.138 -0.519 1.760 0.000
H 0.604 -3.401 0.549 0.001
C -1.304 -0.439 -4.372 0.000
C -0.802 0.209 -3.080 0.014
C -1.527 1.523 -2.792 0.001
C -1.005 -0.773 -1.921 0.010
H -1.153 0.247 -5.205 0.000
H -2.372 -0.657 -4.303 0.000
H -0.774 -1.364 -4.598 0.000
H 0.272 0.399 -3.188 0.000
H -2.602 1.359 -2.696 0.000
H -1.374 2.218 -3.617 0.000
H -1.170 2.003 -1.877 0.001
H -0.468 -1.755 -2.089 0.011
H -2.068 -1.010 -1.756 -0.001
```



(6)
C11H20CuN5O4P2S as an isolated structure. Source: the Open Molecules 2025 dataset; level of theory: wB97M-V/def2-TZVPD.

Output
Total energy ... -3726.4030 hartree
<S²> ... 0.754
2S+1 ... 2
Net charge ... +1
HOMO (spin up / spin down) ... -11.84 / -11.84 eV
Orbital gap (spin up / spin down) ... 0.188 / 0.188 Eh

The geometry in XYZ format:
```
44
Properties=species:S:1:pos:R:3:lowdin_spin:R:1
C 2.934 -0.388 2.827 0.000
C 2.194 -1.874 2.612 0.000
O 1.921 -2.697 3.662 0.000
O 1.922 -2.245 1.223 0.000
C 0.499 -2.184 0.861 0.006
P 0.260 -0.753 -0.372 -0.003
C -1.663 -0.893 -0.196 0.001
C -2.520 0.489 -0.293 0.000
C -3.960 0.188 0.505 0.000
N -3.942 0.164 2.020 0.000
O -5.093 -0.077 -0.163 0.000
N 2.055 -0.665 -0.472 0.002
C 2.548 -0.532 -1.733 0.003
S 2.884 -0.168 -3.393 0.009
N 0.175 0.520 -1.602 0.003
C 0.398 1.787 -1.307 0.000
C 1.761 2.621 -0.858 0.000
C -0.783 2.912 -1.711 0.000
O 0.390 0.493 0.829 0.000
C -0.278 0.340 2.074 0.000
N -1.018 0.038 3.123 0.000
P 0.083 -2.250 -1.950 0.098
N 1.325 -3.328 -2.097 0.792
H 3.946 -0.462 3.407 0.000
H 2.161 0.239 3.486 0.000
H 3.046 0.209 1.818 0.000
H -0.256 -2.291 1.742 0.001
H 0.305 -3.202 0.263 0.004
H -2.006 -1.424 0.804 0.000
H -2.168 -1.545 -1.058 0.001
H -2.067 1.419 0.248 0.000
H -2.778 0.777 -1.416 0.000
H -3.401 0.957 2.427 0.000
H -3.492 -0.742 2.351 0.000
H 2.677 1.955 -0.587 0.000
H 2.009 3.518 -1.594 0.000
H 1.450 3.156 0.166 0.000
H -1.634 2.377 -2.349 0.000
H -0.250 3.711 -2.415 0.000
H -1.187 3.479 -0.771 0.000
H -1.057 -3.168 -1.827 0.033
H -0.090 -1.619 -3.250 0.030
H 1.993 -3.066 -1.344 0.019
Cu 0.707 4.225 -3.691 0.000
```